DFT (ωB97M-V/def2-TZVPD) results for C4H8OS2 in the gas phase in a non-equilibrium geometry.

Total energy: -27994.3657 eV
Total charge: 0
ΔE to the lowest compared entry with this formula, charge and spin: 30.79 kcal/mol
Structure (SMILES): CSSCCC=O

Each line ends with the Mulliken charge.
Element x y z (Å)
1 S 1.99229 0.43327 0.26172  -0.078
2 S 0.57024 -1.28066 -0.41114  -0.079
3 O -3.61799 1.17112 0.02394  -0.467
4 C -0.60541 -0.88931 0.83219  -0.841
5 C -1.41116 0.40935 0.74630  -0.174
6 C -2.83262 0.29183 0.24388  -0.039
7 C 2.65449 0.65559 -1.36382  -0.819
8 H -0.11655 -0.82499 1.80207  0.313
9 H -1.48058 1.03925 1.63770  0.359
10 H 3.67151 1.04356 -1.46357  0.320
11 H -1.22366 -1.79445 0.99286  0.429
12 H 1.99261 1.16534 -2.05911  0.318
13 H -0.88256 1.01977 0.00889  0.225
14 H 2.73690 -0.35790 -1.77406  0.259
15 H -3.20433 -0.75391 0.23176  0.274

Cartesian forces (eV/Å) of the 6 atoms listed first:
-1.36 -1.67 -0.35
1.81 2.00 0.40
0.49 0.43 -0.15
-1.29 -0.24 2.27
-0.10 0.71 -1.69
-0.51 -1.00 0.72